1.
{"formula": "C8H5ClN2S", "method": "ωB97M-V/def2-TZVPD", "symbols": ["C", "C", "C", "C", "C", "C", "C", "C", "N", "N", "S", "Cl", "H", "H", "H", "H", "H"], "xyz": [[2.38392, 1.66926, -0.65418], [-0.85834, -1.94000, 0.98250], [0.32190, -2.65747, 1.06376], [-0.54510, -0.56208, 0.59326], [0.77432, -0.43285, 0.35580], [-1.10980, 1.20923, -0.92093], [0.15090, 1.53513, -1.26155], [-1.44104, 0.60059, 0.42968], [3.53794, 1.90860, -0.66300], [1.13768, 1.44473, -0.38972], [1.77879, -1.73080, 0.67620], [0.54468, 2.32120, -2.74943], [-1.73078, -2.50555, 1.09187], [0.51447, -3.65225, 1.20184], [-1.88429, 1.32844, -1.64025], [-2.49644, 0.22132, 0.65126], [-1.07881, 1.24249, 1.23288]], "atomic_forces_ev_per_a": [[4.65, 0.85, 0.27], [3.83, 0.56, -0.56], [0.08, 3.06, -0.66], [0.33, -1.61, 0.02], [-0.26, 2.82, -0.75], [-0.27, 0.14, 0.13], [-3.16, 0.84, -1.11], [-0.65, -0.33, -0.01], [-2.46, -0.59, -0.29], [-0.22, -4.43, 3.61], [-0.38, -0.65, 0.12], [-0.15, -0.12, -0.38], [-1.65, 0.08, 0.21], [0.05, -2.39, 0.53], [-0.39, 0.07, -0.46], [1.26, 1.15, -0.76], [-0.60, 0.54, 0.08]], "mulliken_charge": [0.4621, -0.9409, -0.3044, 0.2581, 0.3436, -0.6797, 0.5592, -0.4146, -0.5241, -0.3248, -0.1238, -0.1872, 0.3672, 0.5196, 0.3903, 0.3749, 0.2246], "multiplicity": 1, "homo_lumo_gap_ev": [7.56, 7.56], "e_homo_ev": [-8.788, -8.787]}

2.
{"formula": "BF4H24O12", "method": "ωB97M-V/def2-TZVPD", "symbols": ["B", "F", "F", "F", "F", "O", "H", "H", "O", "H", "H", "O", "H", "H", "O", "H", "H", "O", "H", "H", "O", "H", "H", "O", "H", "H", "O", "H", "H", "O", "H", "H", "O", "H", "H", "O", "H", "H", "O", "H", "H"], "xyz": [[-0.95073, -0.29941, 0.57140], [0.11316, -0.36569, -0.35790], [-1.92976, 0.52733, -0.04528], [-1.53082, -1.53913, 0.64137], [-0.46149, 0.04572, 1.79233], [1.82187, -1.56022, 3.50190], [2.34362, -1.16616, 2.73332], [1.33937, -0.80854, 3.82116], [2.41487, -2.15417, 0.31937], [3.20372, -2.27855, 0.87535], [2.03855, -1.27953, 0.59476], [-3.21953, 3.15030, -1.60107], [-2.57589, 3.29601, -0.88184], [-3.11783, 2.26269, -1.78705], [-3.40059, 0.41354, -2.47011], [-2.81226, 0.51015, -3.22138], [-2.88082, -0.06521, -1.87190], [-0.16830, -3.72805, 1.34123], [0.65225, -3.71515, 1.81804], [-0.75102, -2.97275, 1.51828], [2.58110, 0.38231, 1.52958], [3.39435, 0.07374, 1.21773], [2.02712, 0.79557, 0.89091], [-1.24090, 3.28752, 0.63566], [-1.60869, 2.47977, 0.91874], [-1.50025, 3.95695, 1.25244], [-2.00634, -2.96483, -1.62057], [-1.95522, -3.91565, -1.48711], [-1.86293, -2.55342, -0.79917], [0.43376, -1.53825, -2.75973], [0.60837, -1.16178, -1.88718], [1.17145, -1.34669, -3.36699], [0.76326, 1.62723, 3.61751], [1.50856, 1.21761, 3.07823], [0.01909, 0.97705, 3.50784], [0.02799, 2.21459, -2.64735], [0.25782, 3.06340, -2.19061], [-0.01636, 1.69980, -1.80704], [2.34968, 0.78887, -1.70020], [2.74317, 1.07374, -2.49948], [2.17662, 1.56928, -1.17518]], "atomic_forces_ev_per_a": [[-0.42, -0.34, -2.07], [0.68, 0.50, 0.32], [0.35, 0.73, 0.95], [-0.74, -1.16, 0.58], [-0.02, 0.87, 0.84], [1.62, -0.05, -1.55], [-1.35, -0.75, 1.56], [-0.45, 0.57, 0.33], [0.29, 0.75, 0.53], [-0.48, 0.00, -0.30], [0.21, -1.32, -0.46], [0.12, 3.45, 1.28], [-0.31, 0.08, -0.43], [0.05, -3.38, -0.89], [-1.14, 1.16, -1.52], [0.06, 0.02, -0.28], [1.15, -1.26, 1.70], [-1.05, -0.88, -0.52], [0.23, 0.75, 0.41], [0.90, -0.09, 0.15], [-1.21, 0.45, 2.57], [1.72, -0.19, -1.46], [-0.38, 0.20, -1.21], [1.06, 1.26, -1.24], [-0.74, -1.77, 0.57], [-0.21, 0.41, 0.60], [-0.76, -1.04, -2.09], [0.15, 0.22, 0.20], [0.47, 0.64, 1.74], [0.24, -0.20, -1.00], [0.27, 0.03, -0.29], [-0.44, 0.08, 0.91], [0.47, -1.61, -0.64], [-1.42, 0.80, 0.88], [1.05, 1.05, -0.13], [0.52, 0.99, 2.16], [-0.49, -0.47, -1.14], [-0.31, -0.49, -1.13], [-0.07, -0.98, 1.55], [0.43, 0.65, -1.24], [-0.05, 0.35, -0.26]], "mulliken_charge": [0.2771, -0.1797, -0.3216, -0.4459, -0.0466, -0.6267, 0.3074, 0.3198, -0.5965, 0.3221, 0.2334, -0.6595, 0.3785, 0.4011, -0.7518, 0.3311, 0.3396, -0.6323, 0.2946, 0.3382, -0.7077, 0.3408, 0.2614, -0.6260, 0.3043, 0.2640, -0.6163, 0.2784, 0.3937, -0.6343, 0.3626, 0.2592, -0.6971, 0.2631, 0.3386, -0.6169, 0.3338, 0.2360, -0.5187, 0.2467, 0.2522], "multiplicity": 1, "homo_lumo_gap_ev": 9.52, "e_homo_ev": -7.338, "charge": -1}

3.
{"formula": "C23H31N5O4", "method": "ωB97M-V/def2-TZVPD", "symbols": ["C", "H", "O", "C", "C", "C", "C", "C", "C", "O", "C", "H", "H", "H", "H", "C", "H", "H", "C", "N", "C", "N", "C", "C", "C", "O", "N", "C", "O", "N", "C", "H", "H", "H", "C", "H", "H", "C", "C", "H", "H", "H", "C", "H", "H", "H", "H", "N", "C", "C", "H", "C", "H", "H", "H", "H", "H", "H", "H", "H", "H", "H", "H"], "xyz": [[-0.85871, 3.22443, 0.93836], [-0.17725, 2.46083, 1.28474], [-1.49225, 2.50246, -0.24910], [-2.07536, 1.44310, -0.19244], [-2.18083, 0.77930, 0.79517], [-2.75877, -0.40001, 1.01107], [-3.25376, -0.85020, -0.09322], [-3.08795, -0.37907, -1.41176], [-2.48858, 0.89915, -1.39319], [-2.51038, 1.75030, -2.47396], [-2.90062, 1.17919, -3.50826], [-2.66154, 2.01240, -4.38099], [-2.56403, 0.43494, -4.19233], [-4.09312, 1.06694, -3.48812], [-3.49197, -0.78884, -2.35076], [-3.67141, -2.38033, -0.13478], [-4.16856, -2.69706, 0.68388], [-4.47693, -2.53032, -0.93241], [-2.51281, -3.54681, -0.63019], [-1.35342, -3.23491, 0.38825], [-0.47475, -2.20692, 0.05503], [-0.28660, -1.45009, -0.81327], [0.54551, -0.59996, -0.56845], [0.91978, -0.56231, 0.81965], [1.94991, 0.03122, 1.17276], [2.08836, 0.22398, 2.43141], [2.18889, 1.36396, 0.23300], [1.92802, 1.20654, -0.91799], [2.35324, 2.36337, -1.61107], [0.94702, 0.47184, -1.46107], [0.62877, 0.44238, -2.83953], [0.11962, -0.38720, -3.23656], [1.43385, 0.66111, -3.46687], [-0.08649, 1.51199, -3.05819], [3.20916, 2.29410, 0.80466], [3.16791, 2.04199, 2.07421], [2.92355, 3.10679, 0.34140], [4.54966, 2.07279, 0.59554], [5.57855, 3.02849, 0.96979], [6.68309, 2.89754, 0.75185], [5.39461, 3.11980, 2.08873], [5.28425, 4.15604, 0.84607], [5.16672, 0.66863, 0.83066], [5.00738, 0.62165, 1.84444], [4.64152, -0.23520, 0.35422], [5.99142, 0.38265, 0.47253], [4.53127, 2.06667, -0.76142], [0.02944, -1.66082, 1.07512], [0.29646, -2.42678, 2.43322], [-0.02694, -3.72483, 2.42673], [-0.22902, -4.29076, 3.30606], [-1.46005, -3.92664, 1.56744], [-1.86664, -5.08896, 1.39020], [-2.37772, -3.28577, 2.19475], [0.45696, -4.24709, 1.81078], [1.17832, -2.16218, 3.08425], [-0.41578, -1.73911, 3.03582], [-2.07504, -3.02070, -1.56188], [-2.78668, -4.51141, -0.58977], [-3.08208, -0.97852, 2.15470], [-1.81710, 1.10387, 1.83497], [-1.60255, 3.49651, 1.70305], [-0.30031, 4.05246, 0.48041]], "atomic_forces_ev_per_a": [[-0.65, -1.74, -1.88], [0.43, 0.19, 0.67], [4.66, 10.42, -0.03], [-0.73, 0.84, -9.09], [0.95, -4.41, 16.79], [-2.13, -2.33, 4.81], [-2.12, -8.51, -4.72], [0.78, 3.48, 0.68], [-2.48, -1.51, -1.99], [4.13, 0.93, 7.08], [-6.12, 2.14, -10.43], [-1.25, -1.31, 1.63], [1.52, -2.09, 1.16], [2.04, -0.02, -0.33], [0.27, -0.15, 0.99], [0.17, -0.62, -4.87], [-1.15, -1.02, 3.22], [0.88, 0.41, 0.72], [2.61, 9.67, 1.44], [-0.98, -1.06, -6.34], [-4.83, -8.09, 9.68], [-3.49, 1.71, -16.28], [4.95, 8.22, -0.27], [-9.38, -7.89, -9.24], [4.22, 9.33, 8.23], [2.37, -0.81, -1.97], [4.03, -5.17, 12.88], [-0.30, 9.25, -12.74], [-1.51, -4.88, 0.41], [-0.43, -4.79, 2.49], [-2.69, 5.32, -0.99], [-0.76, -1.26, 0.41], [1.70, 0.20, -0.58], [1.79, -3.25, 0.56], [-3.20, -4.64, 6.56], [-1.09, 1.49, -3.13], [-1.50, 5.11, -1.09], [5.74, -3.94, -10.27], [-0.17, 4.54, 3.20], [-1.73, -0.26, 0.06], [1.15, -0.53, -0.36], [0.55, -1.87, -0.88], [-8.56, 0.57, 0.59], [0.52, -1.23, 2.82], [-0.66, 1.38, 0.73], [7.41, -0.55, -2.23], [0.32, 0.32, 3.34], [7.27, -0.42, 12.22], [-0.88, 9.75, 2.16], [-8.61, -3.53, 0.95], [0.42, 0.14, 1.08], [-2.01, 0.36, 4.26], [1.41, 3.04, 0.61], [2.22, -2.19, -0.99], [5.06, -4.41, -4.41], [0.16, -0.04, -1.98], [0.45, -1.60, -0.24], [-1.06, -1.80, 0.87], [-0.95, -3.28, -0.17], [1.55, 2.06, -3.75], [-0.04, 0.62, -1.79], [0.24, -0.02, -0.50], [-0.53, -0.29, 0.24]], "mulliken_charge": [-0.7747, 0.2693, -0.5323, 1.2634, 0.4714, -0.9379, 0.7165, -1.4196, 0.5638, -0.3050, -0.9895, 0.2442, 0.3845, 0.3628, 0.5335, -1.7973, 0.7168, 0.4222, -0.9363, 0.1127, -0.1506, -0.1710, 0.3304, -0.6739, 0.2178, -0.7644, 0.5502, 0.6600, -0.8593, 0.3898, -1.2271, 0.4448, 0.5441, 0.1333, -2.0987, 0.1873, 0.7898, 1.6331, -1.4797, 0.3234, 0.3740, 0.2969, -1.7412, 0.4647, 0.1687, 0.6586, 0.1403, 0.6290, -0.2697, -1.5195, 0.4169, -0.3134, 0.2522, 0.2126, 0.5350, 0.4057, 0.3077, 0.3150, 0.6222, 0.1658, 0.1258, 0.3026, 0.3023], "multiplicity": 1, "homo_lumo_gap_ev": 7.83, "e_homo_ev": -7.841}

4.
{"formula": "C9H21ClI2NP2SSc", "method": "ωB97M-V/def2-TZVPD", "symbols": ["I", "I", "Sc", "P", "C", "C", "H", "H", "H", "H", "H", "H", "C", "H", "H", "H", "P", "C", "C", "H", "H", "H", "C", "H", "H", "H", "H", "H", "H", "Cl", "S", "C", "C", "N", "C", "H", "H", "H"], "xyz": [[-0.13654, -2.61741, -0.38261], [0.06101, 2.03093, 1.72683], [0.20379, 0.23300, -0.50822], [2.81357, -0.22600, 0.23654], [3.43414, -0.96553, 1.78538], [3.63419, -1.24476, -1.03091], [4.71724, -1.24348, -0.86420], [4.82715, 1.12226, 0.22208], [3.40081, -0.82752, -2.01756], [3.52505, 1.82437, -0.80164], [3.02149, -1.97553, 1.90129], [3.24671, -2.26762, -0.97732], [3.75388, 1.33176, 0.15082], [4.53296, -1.02258, 1.76964], [3.44318, 1.98565, 0.97259], [3.11611, -0.35333, 2.63864], [-2.20398, 0.76639, -1.48633], [-3.83936, 0.47936, -0.73194], [-2.27716, 2.53581, -1.92509], [-1.46325, 0.13486, -3.69378], [-3.25096, 0.33097, -3.63455], [-2.47453, -1.13409, -2.95377], [-2.37018, -0.05388, -3.10743], [-1.37537, 2.79699, -2.49144], [-3.17430, 2.73746, -2.52216], [-4.64181, 0.81507, -1.40207], [-3.90783, 1.02911, 0.21540], [-2.30357, 3.13123, -1.00507], [-3.96571, -0.59122, -0.52617], [1.09033, 1.07392, -2.43063], [-0.78594, -1.85165, 4.19126], [-2.35002, -1.49030, 3.50216], [-2.19227, -0.93631, 2.26411], [-0.87735, -0.79988, 1.86970], [-0.02881, -1.24934, 2.80173], [-3.28761, -1.67456, 3.97754], [-2.96433, -0.60544, 1.58431], [1.04929, -1.22872, 2.68285]], "atomic_forces_ev_per_a": [[-0.13, -0.34, -0.10], [-0.10, 0.31, 0.18], [0.41, -0.17, 0.37], [0.71, -0.01, -0.04], [-0.26, -0.07, 0.16], [-0.31, 0.00, -0.12], [-0.21, -0.04, -0.07], [-0.21, 0.10, 0.00], [0.17, -0.15, 0.15], [0.17, -0.03, 0.20], [0.20, 0.11, 0.01], [0.18, 0.09, -0.07], [-0.30, 0.12, -0.07], [-0.37, 0.02, 0.00], [0.17, -0.02, -0.12], [0.19, -0.10, -0.09], [-0.99, 0.36, -0.73], [0.10, -0.19, 0.41], [0.28, 0.02, 0.19], [-0.27, -0.05, 0.01], [0.19, -0.08, 0.10], [-0.03, 0.16, -0.13], [0.28, -0.18, 0.09], [-0.26, 0.04, 0.06], [0.20, -0.03, 0.12], [0.26, -0.07, 0.14], [-0.09, -0.06, -0.21], [-0.04, 0.00, -0.22], [-0.08, 0.21, -0.09], [-0.15, -0.11, 0.26], [-0.75, 0.26, -0.53], [1.02, 0.31, -0.76], [0.33, -0.22, 0.48], [0.88, 0.07, -0.26], [-0.72, 0.04, 0.00], [-0.21, -0.20, 0.45], [-0.05, -0.09, 0.20], [-0.22, -0.01, 0.03]], "mulliken_charge": [0.2371, 0.2359, 0.1918, 0.9540, -1.3607, -1.1601, 0.4071, 0.4076, 0.3468, 0.3491, 0.3809, 0.3573, -1.1668, 0.4426, 0.3558, 0.3829, 0.9300, -1.2375, -1.1753, 0.3531, 0.3993, 0.3621, -1.1727, 0.3541, 0.4004, 0.4401, 0.3788, 0.3610, 0.3775, -0.2940, 0.0011, -0.4795, -0.4596, 0.4173, -0.1897, 0.4772, 0.2462, 0.1490], "multiplicity": 1, "homo_lumo_gap_ev": [5.33, 5.33], "e_homo_ev": [-15.553, -15.552], "charge": 2}

5.
{"formula": "C2H10N2O2", "method": "ωB97M-V/def2-TZVPD", "symbols": ["C", "N", "C", "N", "H", "H", "H", "H", "H", "H", "H", "H", "O", "H", "H", "O"], "xyz": [[1.39881, -0.96467, 1.34526], [-0.15144, -1.00908, -1.46733], [-0.41921, -1.02308, -0.08276], [0.20323, -0.26530, 0.84702], [1.24127, -2.04128, 1.40285], [2.25123, -0.88060, 0.69708], [1.51271, -0.78937, 2.43467], [-0.76425, -1.59217, -1.96178], [0.77754, -0.88521, -1.84039], [-1.18145, -1.78126, 0.15518], [0.51447, 2.52452, 0.41063], [0.38300, 1.91200, -0.88866], [0.92552, 2.63262, -0.46515], [-2.94340, 1.24950, -0.35524], [-1.62123, 1.18082, 0.20146], [-2.12681, 1.73254, -0.43286]], "atomic_forces_ev_per_a": [[-1.65, -0.14, 1.13], [0.38, 1.18, 0.17], [-0.53, 0.16, 0.50], [0.28, -0.36, -0.29], [-0.35, -0.78, -0.35], [1.13, 0.57, 0.06], [0.83, 0.78, -0.51], [-0.48, -0.86, -1.03], [0.07, -0.17, 0.18], [-0.08, -0.14, 0.11], [0.55, 0.11, -0.02], [0.97, 0.72, 0.17], [-1.33, -0.93, -0.18], [-0.81, -0.09, -0.40], [0.71, 0.23, -0.34], [0.28, -0.28, 0.81]], "mulliken_charge": [-1.1163, -0.4034, -0.7471, -0.3969, 0.3565, 0.2173, 0.3862, 0.2296, 0.1595, 0.4112, 0.3333, 0.3111, -0.6983, 0.2943, 0.3405, -0.6774], "multiplicity": 2, "homo_lumo_gap_ev": [4.56, 6.28], "e_homo_ev": [-0.324, -2.115], "charge": -1, "s_squared": 0.754}

Values for calculated total energy, eV, ordered as above
-34710.23269; -36515.03480; -39972.59791; -89988.93355; -9308.79389
Values for energy above the lowest of the compared OMol25 structures with the same formula, charge and spin, eV, ordered as above
0.0000; 2.2557; 25.0423; 0.5910; 1.3749